# 1
{
  "formula": "C5H11NO",
  "method": "wB97M-V/def2-TZVPD",
  "elements": ["C", "C", "C", "N", "C", "O", "H", "H", "H", "H", "H", "H", "H", "C", "H", "H", "H", "H"],
  "xyz": [[0.857, 2.391, 0.066], [0.145, 1.435, 0.977], [-0.605, 0.429, 0.533], [-1.284, -0.483, 1.355], [-1.944, -1.571, 0.859], [-2.028, -1.856, -0.318], [0.765, 2.080, -0.979], [0.454, 3.408, 0.152], [1.926, 2.447, 0.307], [0.260, 1.589, 2.051], [-0.750, 0.224, -0.523], [-1.256, -0.353, 2.356], [-2.406, -2.181, 1.657], [1.327, -1.675, -1.580], [1.613, -0.845, -0.927], [1.462, -1.382, -2.624], [1.962, -2.538, -1.364], [0.279, -1.931, -1.401]],
  "forces_ev_per_a": [[0.032, 0.030, -0.073], [-0.128, -0.134, -0.037], [0.122, 0.185, -0.041], [-0.005, -0.049, 0.021], [-0.033, -0.054, -0.209], [0.026, 0.125, 0.454], [-0.009, 0.044, 0.157], [0.063, -0.150, 0.014], [-0.157, -0.013, -0.025], [-0.037, -0.043, -0.136], [0.052, 0.057, 0.133], [-0.022, -0.054, -0.137], [0.054, 0.078, -0.099], [-0.001, -0.006, 0.016], [-0.022, -0.131, -0.109], [-0.023, -0.034, 0.149], [-0.098, 0.119, -0.032], [0.186, 0.028, -0.046]],
  "de_lowest_kj_mol": 96.00,
  "homo_energy_ev": -8.7,
  "total_charge": 0,
  "molar_mass_g_mol": 101.149,
  "orbital_gap_ev": 9.595
}

=====

# 2
{
  "formula": "C4H10OP",
  "method": "wB97M-V/def2-TZVPD",
  "elements": ["C", "C", "C", "C", "O", "P", "H", "H", "H", "H", "H", "H", "H", "H", "H", "H"],
  "xyz": [[-0.153, -1.559, 1.901], [-0.912, 1.126, 0.902], [1.066, 1.166, -1.132], [-0.254, -1.396, -0.828], [-0.076, -2.492, 2.496], [0.335, 0.067, 0.061], [1.252, -0.268, 1.008], [-0.402, 1.904, 1.534], [-1.635, 0.487, 1.365], [-1.262, 1.704, 0.014], [1.505, 1.912, -0.472], [0.247, 1.334, -1.863], [1.912, 0.852, -1.665], [-1.055, -0.826, -1.347], [-0.798, -2.187, -0.294], [0.229, -1.824, -1.679]],
  "forces_ev_per_a": [[-0.806, 0.100, 0.746], [1.318, 0.653, -1.819], [-0.966, -0.184, 0.446], [-2.454, 1.124, -0.107], [0.198, -1.188, 0.740], [0.702, -0.334, -0.127], [1.086, 0.229, -0.007], [-0.426, -1.172, -0.256], [-0.572, 0.273, 0.383], [-0.548, -0.393, 0.800], [-0.753, 1.095, -0.463], [0.648, 1.024, 0.525], [1.053, -1.223, -0.765], [-0.271, -0.469, -0.031], [0.427, 0.443, 0.079], [1.363, 0.020, -0.144]],
  "de_lowest_kj_mol": 0.00,
  "homo_energy_ev": -16.5,
  "total_charge": 1,
  "molar_mass_g_mol": 105.097,
  "orbital_gap_ev": 13.388
}

=====

# 3
{
  "formula": "C45H37MnN6O4PS2",
  "method": "wB97M-V/def2-TZVPD",
  "elements": ["Mn", "O", "C", "O", "C", "P", "C", "C", "C", "C", "C", "C", "C", "C", "C", "C", "C", "C", "H", "H", "H", "H", "H", "H", "H", "H", "H", "H", "H", "H", "C", "C", "C", "C", "C", "C", "C", "S", "O", "O", "N", "C", "C", "C", "C", "C", "C", "C", "C", "N", "C", "H", "H", "H", "H", "H", "H", "H", "H", "H", "H", "H", "H", "H", "S", "C", "N", "C", "C", "C", "C", "N", "N", "C", "H", "H", "H", "H", "H", "H", "H", "H", "N", "C", "C", "C", "C", "C", "C", "C", "C", "C", "H", "H", "H", "H"],
  "xyz": [[1.384, 0.323, 1.440], [2.110, 3.782, 2.947], [1.248, 3.130, 2.363], [1.473, 2.225, 1.500], [-0.229, 3.376, 2.571], [-1.339, 2.143, 1.650], [-0.507, 0.522, 2.711], [-1.588, 0.350, 0.770], [-1.840, -2.300, 2.019], [-2.024, -2.332, 3.410], [-1.647, -1.298, 4.223], [-1.667, 0.126, 3.705], [-1.126, 2.827, -0.105], [-0.004, 3.258, -0.795], [-0.104, 3.638, -2.125], [-1.322, 3.609, -2.779], [-2.451, 3.187, -2.096], [-2.344, 2.790, -0.779], [-0.519, 4.363, 2.195], [-0.512, 3.316, 3.629], [-1.426, 0.267, -0.306], [-2.296, -3.083, 0.085], [-2.495, -3.212, 3.843], [-1.748, -1.395, 5.297], [-1.496, 0.817, 4.571], [0.963, 3.282, -0.318], [0.787, 3.947, -2.655], [-1.387, 3.905, -3.818], [-3.410, 3.149, -2.599], [-3.216, 2.441, -0.242], [-6.500, -1.026, -3.937], [-5.566, -0.972, -2.760], [-4.245, -0.569, -2.889], [-3.413, -0.445, -1.787], [-3.888, -0.708, -0.506], [-5.206, -1.172, -0.392], [-6.026, -1.303, -1.486], [-3.200, -0.372, 1.133], [-2.650, 2.601, 2.121], [-2.860, 0.283, 3.152], [-0.502, -0.258, 1.492], [-0.578, -1.676, 1.620], [-2.395, -3.381, 1.135], [-1.667, -4.657, 1.388], [-0.358, -4.775, 1.659], [0.717, -3.819, 1.704], [1.992, -4.360, 1.805], [3.118, -3.547, 1.730], [2.948, -2.193, 1.552], [1.752, -1.582, 1.521], [0.607, -2.372, 1.617], [-6.013, -0.674, -4.844], [-7.375, -0.400, -3.752], [-6.856, -2.043, -4.108], [-3.858, -0.331, -3.873], [-2.395, -0.118, -1.946], [-5.571, -1.397, 0.600], [-7.048, -1.643, -1.363], [-3.461, -3.509, 1.344], [-2.266, -5.561, 1.379], [-0.005, -5.789, 1.823], [2.113, -5.433, 1.904], [4.113, -3.964, 1.770], [3.828, -1.573, 1.444], [1.703, 0.590, 5.958], [0.983, 0.531, 4.554], [0.747, 0.416, 3.355], [6.326, 0.805, -0.860], [5.445, 0.896, 0.333], [5.701, 1.227, 1.646], [4.473, 1.115, 2.319], [3.533, 0.715, 1.466], [4.137, 0.599, 0.268], [4.215, 1.434, 3.742], [7.365, 0.921, -0.566], [6.071, 1.585, -1.576], [6.196, -0.160, -1.348], [6.643, 1.517, 2.070], [3.534, 0.391, -0.534], [5.143, 1.693, 4.248], [3.749, 0.598, 4.259], [3.532, 2.286, 3.794], [1.586, 0.269, -8.511], [1.579, 0.295, -7.352], [1.576, 0.321, -5.962], [0.370, 0.467, -5.242], [0.375, 0.470, -3.874], [1.574, 0.325, -3.149], [2.778, 0.196, -3.870], [2.782, 0.192, -5.240], [1.547, 0.301, -1.741], [1.480, 0.278, -0.520], [-0.560, 0.568, -5.786], [-0.549, 0.582, -3.325], [3.708, 0.086, -3.325], [3.707, 0.080, -5.792]],
  "forces_ev_per_a": [[2.551, 0.068, -2.387], [0.335, 0.191, 0.192], [-0.873, 0.541, 0.383], [0.407, 0.502, -0.554], [-0.335, -0.419, -0.403], [2.046, 0.801, 0.131], [-3.196, 0.321, 0.978], [-0.491, 0.182, -1.081], [0.303, 0.513, -1.046], [-0.167, 0.406, 1.412], [-1.024, -0.490, -0.426], [1.609, 0.758, -0.015], [0.014, -0.175, 0.354], [0.102, 0.116, 0.055], [0.034, 0.086, -0.123], [0.084, 0.092, -0.224], [-0.128, -0.046, -0.159], [-0.133, 0.094, -0.053], [0.102, 0.004, 0.134], [0.064, 0.066, -0.115], [0.080, 0.063, 0.139], [-0.131, 0.073, 0.211], [-0.022, -0.029, -0.021], [-0.067, -0.219, 0.119], [0.131, -0.120, 0.021], [0.021, -0.091, 0.091], [0.076, 0.040, -0.064], [-0.015, 0.020, -0.092], [-0.065, 0.003, -0.019], [-0.116, 0.009, 0.082], [0.016, -0.037, 0.088], [0.009, -0.002, 0.026], [-0.187, -0.048, -0.143], [0.185, -0.014, 0.218], [0.126, -0.236, -0.388], [0.308, 0.042, 0.153], [-0.053, -0.023, -0.279], [0.421, -0.139, 0.817], [-1.894, 0.631, 0.158], [-0.745, -0.489, 0.475], [-0.507, -0.490, 0.940], [0.344, -0.591, -0.688], [0.038, -0.135, -0.143], [0.206, -0.226, 0.133], [-0.427, -0.366, -0.165], [0.866, -0.094, 0.278], [-0.296, 0.573, -0.082], [0.232, -0.490, -0.019], [-0.875, 0.533, 0.029], [0.996, -1.774, 0.403], [-0.679, 0.087, -0.666], [0.013, 0.008, -0.071], [-0.035, 0.019, -0.070], [-0.030, -0.053, -0.065], [0.032, 0.048, -0.056], [0.040, 0.070, 0.046], [-0.146, 0.017, 0.135], [-0.056, -0.011, 0.037], [-0.004, -0.040, -0.017], [0.032, -0.083, 0.077], [-0.037, -0.066, 0.018], [-0.087, -0.067, -0.004], [0.082, 0.001, 0.010], [-0.131, 0.168, 0.054], [-0.624, 0.074, 0.242], [1.041, -0.427, -1.915], [0.257, 0.401, 3.465], [-0.141, 0.070, -0.009], [-0.061, -0.087, 0.135], [0.031, -0.038, -0.292], [-0.082, -0.180, -0.448], [0.101, -0.085, 0.056], [0.119, 0.007, 0.260], [-0.338, -0.028, 0.020], [0.074, 0.003, -0.038], [0.083, 0.059, -0.141], [0.096, -0.052, -0.090], [0.193, 0.070, 0.059], [0.060, 0.032, 0.252], [0.085, -0.021, 0.024], [0.077, -0.045, 0.001], [-0.013, 0.026, 0.032], [-0.001, 0.017, 0.696], [0.014, -0.031, -2.252], [0.016, 0.034, 2.067], [0.411, -0.074, -0.625], [0.101, -0.023, 0.226], [-0.084, -0.015, -0.065], [-0.097, -0.001, 0.231], [-0.389, 0.041, -0.637], [0.195, -0.141, -0.317], [0.035, 0.242, 0.256], [-0.026, 0.018, -0.027], [-0.029, 0.060, 0.053], [-0.068, 0.006, -0.007], [0.010, 0.006, 0.027]],
  "multiplicity": 2,
  "homo_energy_ev": [-1.3, -1.2],
  "total_charge": -2,
  "molar_mass_g_mol": 875.875,
  "orbital_gap_ev": [5.224, 5.095]
}

=====

| no. | DFT total energy (Eh) | maximum force (eV/Å) |
| --- | --- | --- |
| 1 | -327.094780 | 0.5 |
| 2 | -574.700349 | 2.7 |
| 3 | -4655.021588 | 3.5 |